(1)
A structure of composition C35H53CoN4OP2 in a non-equilibrium geometry. Source: the Open Molecules 2025 dataset; level of theory: the ωB97M-V functional and the def2-TZVPD basis.

```
96
C35H53CoN4OP2 the ωB97M-V functional and the def2-TZVPD basis
C 1.1639 1.5193 -5.5705
C 0.8809 3.8165 -4.9444
H 3.7755 -3.6384 -1.2240
C -0.4299 -2.4468 2.5841
P 2.0995 -0.7211 -0.0853
H 5.0026 -2.7132 -0.3204
H -3.5809 2.2019 3.9506
C -2.9360 -1.1545 0.1989
H -3.9491 -1.1244 -0.2332
H -3.0428 -1.8074 1.0842
C 3.4897 -2.4129 1.7562
C 3.0886 2.0297 0.3298
C 1.7144 0.0962 4.0790
H -5.2182 0.5338 -0.6530
C -2.8642 1.2010 -2.0065
C 0.7111 2.0907 -3.2309
H -3.2260 3.5000 0.5793
N 0.2016 -1.2063 2.4748
H 2.2407 -4.4547 0.5609
C -2.3259 -2.6996 -1.6744
H -3.1686 3.6901 -1.1813
C -1.4808 -3.1223 -2.6973
C 1.0928 2.8785 -5.9455
H -3.3053 -3.1251 -1.5247
C -2.8177 3.0699 -0.3438
P -2.4618 0.5553 0.7505
C 0.7742 3.4363 -3.6242
C -4.8347 1.5638 -0.5963
C 0.9976 1.0951 -4.2412
H -3.0096 0.1348 -2.1945
C -4.9167 0.3485 2.3065
H 4.4856 0.1624 1.6722
H 0.9843 -3.2417 0.9081
N -0.6358 -1.2629 -0.7745
C 0.0885 1.3066 1.7790
H -0.9998 -2.8895 1.7886
C 0.1606 1.9088 -1.8943
H -2.2424 2.5300 2.8415
C 3.9101 0.8283 -1.6910
H 1.3548 0.7918 -6.3585
H 2.8411 1.9785 1.4001
H 2.0846 -1.1850 -2.5148
H 3.5178 -3.4573 2.0906
H 3.9381 2.7320 0.2244
C 4.7482 0.2642 0.6093
H 2.3466 0.4559 3.2528
H -5.5427 1.1539 1.9078
H -1.8255 1.4459 -2.2082
C -3.4278 0.7298 2.3865
H 1.2003 3.1668 -6.9937
Co -0.0151 0.0344 0.6134
C -0.2480 -2.5430 -2.8325
C 3.5243 0.6585 -0.2207
H 4.5100 -2.0191 1.7933
C 2.9224 -2.4102 0.3467
H -3.9290 2.8784 2.3552
H 0.6436 4.2222 -2.8739
H 3.0389 1.1609 -2.2775
C -0.1768 -2.9742 3.8356
H 0.8200 4.8837 -5.1459
H 2.3637 -0.2774 4.8801
C 0.8528 -1.0039 3.6230
H 4.0170 -1.9521 -1.5780
C -2.7923 -0.1977 3.4266
H 2.8577 -1.8553 2.4600
C -3.2965 1.6301 -0.5942
H 1.4404 -3.6208 -0.7594
H 5.4922 1.0761 0.5328
H -1.7285 0.0175 3.5747
H -1.7215 3.1288 -0.3103
H 4.3211 -0.0906 -2.1309
C -3.2811 2.1751 2.8922
H 1.0782 0.0093 -4.0082
H -5.0990 -0.5692 1.7318
H -3.4721 1.7638 -2.7344
C 0.2412 -1.7873 -1.7295
H -0.4872 -3.8926 4.2861
H -1.8082 -3.8890 -3.4087
H 1.0039 -2.0952 5.4113
C 1.8286 -3.4857 0.2584
N 0.1270 1.6721 -0.7203
C 3.9948 -2.6739 -0.7462
H 2.2342 2.4520 -0.2082
C 1.6763 -1.6428 -1.5865
H -5.1791 2.0779 -1.5081
H -2.9080 -1.2568 3.1657
N 0.6277 -2.0367 4.4795
H -3.3033 -0.0349 4.3883
O 0.1827 2.2913 2.3947
H 4.6837 1.6172 -1.7521
H -5.3016 2.0833 0.2506
H 0.4590 -2.8000 -3.6507
H 5.2213 -0.6552 0.2474
H 1.1137 0.9217 4.4874
H -5.2636 0.1593 3.3344
C -1.9166 -1.7037 -0.7823
```

Calculated values
Highest occupied orbital energy (spin up / spin down) = -0.3182 / -0.3768 Ha
Gap between HOMO and LUMO (spin up / spin down) = 6.052 / 6.438 eV
Expectation value of S² = 3.83
Net charge = +1
2S+1 = 4

***

(2)
A structure of composition C13H18F5I2O2P2Rh in a non-equilibrium geometry. Source: the Open Molecules 2025 dataset; level of theory: the ωB97M-V functional and the def2-TZVPD basis.

```
43
C13H18F5I2O2P2Rh the ωB97M-V functional and the def2-TZVPD basis
O -0.0890 1.6471 -0.0159
H 1.5492 0.5662 3.0279
F -2.6375 1.0083 -0.8343
H 3.0521 1.4423 2.7355
H 4.2113 1.5911 0.1579
H 3.5324 -1.5238 2.4967
C 2.1154 1.1080 2.2674
H 3.5913 0.5855 -1.1789
F -4.6838 2.7548 -0.4571
C -3.1827 4.3200 0.5442
C -2.4776 -2.4896 -0.7323
H -2.5248 -2.6731 0.3463
H 4.7398 -0.3891 1.7593
H 4.1309 -1.8168 0.8225
C -0.5798 -0.2193 0.8733
Rh 0.7187 -1.1831 -0.1787
F -1.6303 5.8801 1.4532
I 1.0807 -2.9906 1.7971
P 2.5198 -0.0137 0.8779
C -0.9109 -2.6411 -3.1065
C -2.3965 2.1928 -0.2515
H -0.6016 -4.6582 0.0724
C 3.3127 1.1392 -0.2757
O -1.3841 0.0251 1.6686
C -0.3549 -4.4154 -0.9673
H -1.4959 -3.5214 -3.4023
C 3.8728 -1.0462 1.5630
H 0.7178 -4.5671 -1.1235
H 2.5927 1.9156 -0.5345
H -0.9230 -5.0601 -1.6539
H -3.1257 -3.2073 -1.2568
H -1.4309 -1.7365 -3.4443
P -0.7431 -2.6507 -1.2798
H -2.8257 -1.4691 -0.9418
C -1.8747 4.6620 0.9184
F 0.4431 4.1326 0.9666
C -3.4342 3.0719 -0.0467
H 1.5556 1.9696 1.8842
C -0.8319 3.7808 0.7066
H 0.0775 -2.6748 -3.5799
I 1.5693 -0.4937 -2.6056
C -1.0495 2.4741 0.1464
F -4.1953 5.1735 0.7818
```

Calculated values
Highest occupied orbital energy (spin up / spin down) = -0.5527 / -0.5760 Ha
Gap between HOMO and LUMO (spin up / spin down) = 7.668 / 5.541 eV
Expectation value of S² = 6.04
Net charge = +2
2S+1 = 5

***

(3)
An isolated molecule of C5H8N2O in a non-equilibrium geometry. Source: the Open Molecules 2025 dataset; level of theory: the ωB97M-V functional and the def2-TZVPD basis.

```
16
C5H8N2O the ωB97M-V functional and the def2-TZVPD basis
C -1.7793 -0.8192 -0.0652
H -2.3242 1.4811 1.3162
H 1.8846 -2.0426 0.0905
C 1.5797 -0.9609 0.3171
C 2.4764 0.1785 -0.0712
H -0.7606 1.1787 0.9198
H 3.9378 2.0064 -0.1763
C 3.3054 1.0142 -0.2615
O 0.3041 -0.3659 -0.2868
N -1.7888 1.4630 0.5001
H -2.0596 0.9403 -1.5113
H -2.6304 -1.5498 0.0947
H -3.5163 0.5151 -0.5026
C -2.4591 0.5305 -0.5055
H 1.2946 -0.7678 1.5650
N -0.6393 -1.2478 0.0737
```

Calculated values
Highest occupied orbital energy = -0.3267 Ha
Gap between HOMO and LUMO = 9.804 eV
Net charge = 0
SMILES = C#CCO/N=C\CN

***

Question: Which formula does entry 2 have?
Answer: C13H18F5I2O2P2Rh